Arrangement w

A molecular structure, CH2I3P, computed with the ωB97M-V functional and the def2-TZVPD basis.

Output
LUMO, eV: -1.44
Highest occupied orbital energy, eV: -9.3
Frontier orbital gap, eV: 7.91

Atoms and positions in Å:
C1 -0.49 -0.37 -0.07
P1 1.29 0.07 0.20
I1 -0.25 -2.25 -1.23
I2 -1.28 -0.94 1.83
I3 -1.80 1.32 -0.84
H1 0.83 0.94 1.12
H2 1.71 1.23 -1.02

Löwdin atomic charge list, values in e, 5 entries: -2.085 0.518 0.572 0.639 0.533

=====

Arrangement x

A molecular structure, CH2I3P, computed with the ωB97M-V functional and the def2-TZVPD basis.

Output
LUMO (alpha / beta), eV: -1.39 / -1.51
Highest occupied orbital energy (alpha / beta), eV: -8.0 / -7.6
Frontier orbital gap (alpha / beta), eV: 6.66 / 6.06

Atoms and positions in Å:
C1 0.16 -0.88 0.23
P1 -0.66 0.56 -0.13
I1 1.33 -1.46 -1.39
I2 1.52 2.06 0.12
I3 0.44 -1.17 2.24
H1 -1.94 0.60 0.33
H2 -0.85 0.29 -1.39

Löwdin atomic charge list, values in e, 5 entries: -1.802 0.336 0.746 0.141 0.747

=====

Which of the structures shown above is the most stable? The most stable is arrangement w.